No. 1
# C20H41O32PS8

A molecular structure, C20H41O32PS8 in a non-equilibrium geometry (ωB97M-V/def2-TZVPD, OMol25).

```
102
C20H41O32PS8 ωB97M-V/def2-TZVPD
C 2.2783 -4.5296 0.2315
C 1.6161 -3.7548 -1.0666
P 1.5120 -1.8560 -0.8926
C 2.2289 -1.2533 0.8073
C 2.6475 -0.9567 -2.1853
O 1.6275 -0.0966 -2.8687
S 0.9931 -1.0933 -4.0979
O 0.3157 -0.1872 -5.1535
O -0.1513 -2.1014 -3.7579
O 2.2846 -2.1160 -4.5374
C 3.2586 -1.8256 -3.4340
C 4.2606 -0.7429 -4.2222
H 1.9980 -4.0004 1.2372
H 1.9286 -5.6709 0.2208
H 3.4639 -4.5599 0.1435
H 2.1847 -4.1205 -2.0347
H 0.5046 -4.1810 -1.1575
H 2.2299 -0.0622 0.7273
H 1.5691 -1.5848 1.7148
H 3.3409 -1.6081 0.8917
H 3.5471 -0.3781 -1.6866
H 4.0186 -2.7025 -3.2158
H 3.9549 0.3830 -4.0044
H 5.3793 -0.8607 -3.8911
H 4.1412 -0.9188 -5.3966
C 0.2257 0.5075 6.0133
C 1.2717 0.9226 4.9822
O 1.6938 -0.2931 4.3685
S 0.4394 -1.3353 4.3393
O -0.1805 -1.2588 3.0351
O 0.8650 -2.5795 4.9367
O -0.5139 -0.5483 5.4023
H 0.6991 0.1125 6.9180
H -0.4391 1.3327 6.2822
H 2.1202 1.4409 5.4350
H 0.8301 1.5569 4.2063
C 6.8758 -2.6153 4.4380
C 5.4098 -2.9184 4.1399
O 4.8571 -1.6830 3.6913
S 6.0119 -0.8398 2.9066
O 5.8505 -1.0665 1.4876
O 6.0895 0.4797 3.4891
O 7.2927 -1.7092 3.4180
H 6.9859 -2.1138 5.4049
H 7.4947 -3.5164 4.4238
H 4.8732 -3.2845 5.0184
H 5.3152 -3.6457 3.3267
C -1.6462 1.1586 -2.7374
C -2.7414 0.4519 -3.5315
O -3.6950 0.0308 -2.5588
S -3.7126 1.1072 -1.3334
O -4.8093 2.0236 -1.5536
O -3.5220 0.3911 -0.0935
O -2.3245 1.8760 -1.7076
H -0.9743 0.4359 -2.2632
H -1.0626 1.8436 -3.3584
H -2.3614 -0.4038 -4.0946
H -3.2413 1.1450 -4.2164
C -2.8425 5.8885 -4.7843
C -3.1933 6.6730 -3.5229
O -3.1335 5.7214 -2.4628
S -1.9932 4.6090 -2.8131
O -0.7751 4.9804 -2.1280
O -2.5872 3.2967 -2.7070
O -1.8199 4.9742 -4.3925
H -3.7005 5.3082 -5.1389
H -2.4860 6.5377 -5.5884
H -4.1854 7.1276 -3.5774
H -2.4479 7.4497 -3.3218
C -7.8162 2.7562 0.2651
C -7.1618 4.1180 0.0483
O -8.2224 4.9819 -0.3536
S -9.6015 4.5011 0.3726
O -9.8012 5.3189 1.5483
O -10.6136 4.3211 -0.6422
O -9.0847 3.0326 0.8565
H -7.9887 2.2456 -0.6879
H -7.2225 2.1124 0.9196
H -6.3794 4.0876 -0.7137
H -6.7445 4.5079 0.9827
C 4.2799 -8.3099 -2.8832
C 3.3254 -7.2166 -3.3559
O 3.5777 -6.1050 -2.4995
S 5.1511 -6.1137 -2.0696
O 5.8617 -5.2035 -2.9401
O 5.2315 -6.0492 -0.6289
O 5.4904 -7.6371 -2.5408
H 3.8987 -8.8039 -1.9836
H 4.4658 -9.0588 -3.6576
H 2.2783 -7.5221 -3.2929
H 3.5539 -6.9108 -4.3824
C -2.9508 2.3342 4.0009
C -3.9053 3.4275 3.5281
O -3.6530 4.5391 4.3845
S -2.0796 4.5303 4.8144
O -1.3689 5.4405 3.9440
O -1.9992 4.5949 6.2552
O -1.7402 3.0070 4.3432
H -3.3320 1.8401 4.9004
H -2.7649 1.5852 3.2264
H -4.9524 3.1220 3.5911
H -3.6768 3.7333 2.5017
```

The lowest unoccupied orbital energy is 0.01 eV. The energy is -182879.645 eV. The HOMO-LUMO gap is 8.176 eV.

Löwdin atomic charge list, values in e, 2 entries:
1 C -0.175
2 C -0.415

No. 2
# C20H42B2N2NbO15

A molecular structure, C20H42B2N2NbO15 in a non-equilibrium geometry (ωB97M-V/def2-TZVPD, OMol25).

```
82
C20H42B2N2NbO15 ωB97M-V/def2-TZVPD
C 2.5928 0.7082 -1.1263
C 3.0326 0.7636 -2.5866
O 2.6751 1.9808 -3.2168
C 1.8070 1.8744 -4.3302
C 0.3795 2.3492 -4.0432
Nb -1.1159 0.8819 -3.1093
B -2.7320 2.5910 -2.7413
N -2.3608 4.0219 -2.7964
O -4.0544 2.3343 -2.3578
B -2.1508 -0.5171 -1.5259
N -1.4817 -1.7964 -1.1206
O -3.3664 -0.3269 -0.9373
H 3.4139 0.7260 -0.4153
H 1.9538 1.5718 -0.9450
H 1.9665 -0.1653 -0.9492
H 4.1225 0.6611 -2.6490
H 2.5931 -0.0782 -3.1261
H 2.2424 2.4990 -5.1226
H 1.8018 0.8482 -4.7106
H 0.4793 3.2978 -3.5112
H -0.0729 2.5228 -5.0313
H -2.1553 0.3912 -4.5667
H 0.0912 -0.5103 -3.4752
H -0.3742 1.4374 -1.5014
H -2.1093 4.4069 -1.8912
H -1.5745 4.1635 -3.4177
H -4.1753 2.4368 -1.4066
H -1.3634 -2.3981 -1.9328
H -0.5361 -1.5647 -0.8293
H -3.6031 -1.1481 -0.4802
C 3.1929 0.5040 5.0961
C 4.1546 0.7642 3.9658
C 3.5230 1.3007 2.6977
O 4.3787 0.7658 1.6791
C 4.9408 -0.3635 2.1491
O 5.5257 -1.1655 1.4947
O 4.7365 -0.4669 3.4888
H 3.7227 0.1812 5.9922
H 2.6349 1.4118 5.3278
H 2.4888 -0.2781 4.8136
H 4.9779 1.4072 4.2926
H 3.5134 2.3863 2.6371
H 2.5227 0.9072 2.5118
C 3.1906 -2.6005 -5.2685
C 2.2146 -3.2392 -4.3146
C 2.0789 -4.7447 -4.4313
O 0.7206 -4.9614 -4.0465
C 0.0260 -3.8111 -4.3001
O -1.1571 -3.7331 -4.2509
O 0.8760 -2.8130 -4.6018
H 3.2709 -1.5315 -5.0758
H 4.1783 -3.0499 -5.1541
H 2.8518 -2.7330 -6.2968
H 2.4367 -2.9449 -3.2847
H 2.7438 -5.2997 -3.7741
H 2.2127 -5.0840 -5.4629
C -2.1420 3.9968 3.6130
C -1.6636 3.0418 2.5517
C -2.5739 1.8560 2.2928
O -1.6482 0.8322 1.9074
C -0.4554 1.1198 2.4596
O 0.4694 0.3706 2.4854
O -0.4510 2.3716 2.9683
H -1.4712 4.8508 3.6989
H -3.1378 4.3631 3.3622
H -2.1821 3.4967 4.5811
H -1.4392 3.5693 1.6216
H -3.2916 2.0282 1.4944
H -3.0930 1.5173 3.1875
C -3.3313 -3.7969 4.0372
C -4.1535 -2.5402 4.1462
C -3.7188 -1.4075 3.2377
O -4.0900 -0.2458 4.0048
C -4.0879 -0.5925 5.3157
O -4.1508 0.1843 6.2133
O -3.9990 -1.9309 5.4477
H -3.7398 -4.5845 4.6689
H -3.3216 -4.1489 3.0056
H -2.3065 -3.6052 4.3550
H -5.2171 -2.7553 4.0140
H -4.2265 -1.3923 2.2775
H -2.6396 -1.3906 3.0767
```

Its net charge is -1. The lowest unoccupied orbital energy is 2.18 eV. The energy is -58015.593 eV. The HOMO-LUMO gap is 6.024 eV.

Löwdin atomic charge list, values in e, 2 entries:
1 C -0.074
2 C -0.281

No. 3
# C20H42BBrF9NO7P

4 unconnected molecules or ions with the total composition C20H42BBrF9NO7P in a non-equilibrium geometry (ωB97M-V/def2-TZVPD, OMol25).

```
82
C20H42BBrF9NO7P ωB97M-V/def2-TZVPD
N -5.6651 0.3888 -3.9409
C -5.9173 -1.0420 -3.6667
C -4.8516 -1.6389 -2.7279
C -5.4666 -2.8763 -2.0469
C -4.5008 -4.0558 -1.8670
B -3.4356 -3.9847 -0.6160
P -3.9374 -2.9537 0.9446
O -4.1875 -1.3434 0.5054
Br -5.9637 -3.8513 1.5234
C -1.9072 -3.5345 -1.0868
F -1.9197 -2.8461 -2.2489
F -1.3348 -2.6895 -0.1294
C -0.9265 -4.6993 -1.1902
F -0.8524 -5.4035 -0.0688
F -1.4042 -5.5298 -2.1140
C 0.5376 -4.3159 -1.5932
F 0.8816 -5.0228 -2.6733
F 0.6868 -3.0404 -1.9131
C 1.6127 -4.6554 -0.5316
F 1.3909 -4.0961 0.6132
F 1.8070 -5.9250 -0.4117
F 2.7605 -4.1480 -0.9820
H -6.4744 0.7832 -4.4067
H -5.5889 0.8378 -3.0336
H -6.9127 -1.1663 -3.2228
H -5.9157 -1.6005 -4.6021
H -4.0091 -1.8914 -3.3636
H -4.6262 -0.8479 -2.0166
H -5.9772 -2.5657 -1.1381
H -6.2558 -3.2128 -2.7294
H -4.0144 -4.2452 -2.8280
H -5.1196 -4.9394 -1.6940
H -3.3169 -5.1183 -0.2024
H -3.3395 -0.8833 0.5556
C 0.0747 -0.2780 4.1491
O -0.4841 0.4099 5.2583
C -1.5477 1.2762 4.8914
C -2.8999 0.6611 5.1887
O -3.1429 -0.4689 4.3730
C -2.9334 -1.7007 5.0446
H 0.7097 -1.0738 4.5363
H -0.6966 -0.7230 3.5169
H 0.6896 0.4037 3.5510
H -1.4768 1.5502 3.8345
H -1.4367 2.1903 5.4855
H -3.6780 1.3980 4.9603
H -2.9813 0.4020 6.2495
H -3.7574 -1.8908 5.7419
H -1.9842 -1.7114 5.5866
H -2.9209 -2.4909 4.2946
C 2.3534 0.4970 -3.8834
O 3.7503 0.6299 -3.6696
C 4.0821 1.7129 -2.8133
C 4.3900 1.2406 -1.4085
O 3.2356 0.7085 -0.7771
C 3.2051 -0.7108 -0.7728
H 2.1776 -0.4717 -4.3486
H 1.7937 0.5411 -2.9470
H 1.9974 1.2824 -4.5595
H 3.2808 2.4583 -2.8003
H 4.9777 2.1867 -3.2295
H 4.7142 2.0995 -0.8115
H 5.2029 0.5074 -1.4147
H 3.9194 -1.1036 -0.0406
H 3.4277 -1.1241 -1.7584
H 2.2028 -1.0220 -0.4822
C 3.8616 4.2481 1.1416
O 4.6628 4.7055 0.0601
C 4.2608 5.9817 -0.4138
C 5.1686 7.0797 0.0997
O 5.0556 7.2404 1.5066
C 6.1179 6.6335 2.2208
H 4.3589 3.3904 1.5924
H 3.7332 5.0197 1.9040
H 2.8817 3.9301 0.7720
H 3.2197 6.1846 -0.1461
H 4.3282 5.9543 -1.5065
H 4.8663 8.0279 -0.3565
H 6.2068 6.8839 -0.1854
H 7.0333 7.2264 2.1135
H 6.3032 5.6116 1.8827
H 5.8404 6.6098 3.2738
```

Its net charge is -1. The lowest unoccupied orbital energy is 2.13 eV. The energy is -141708.380 eV. The HOMO-LUMO gap is 6.310 eV.

Löwdin atomic charge list, values in e, 2 entries:
1 N -0.030
2 C -0.312

No. 4
# C20H42CeNP3Se

A molecular structure, C20H42CeNP3Se in a non-equilibrium geometry (ωB97M-V/def2-TZVPD, OMol25).

```
68
C20H42CeNP3Se ωB97M-V/def2-TZVPD
Ce -0.2296 -1.0401 0.5897
P 0.1206 1.7352 2.0935
P -2.7002 0.5349 0.4857
P 2.5704 -0.2394 0.4254
H -1.4196 -3.2153 -6.6041
C -0.6169 -3.9167 -6.3230
C -0.7352 -4.6956 -5.2370
H -1.6728 -4.7545 -4.6725
C 0.3248 3.3670 1.2498
C -1.1987 2.1390 3.3195
C 1.6015 1.7550 3.1854
C -3.3393 -0.4461 -0.9376
C -4.0763 0.4132 1.6935
C -2.9352 2.2529 -0.1032
C 3.0674 -1.3159 -0.9915
C 3.8234 -0.7272 1.6700
C 3.2293 1.3699 -0.1394
H 0.1975 -3.9408 -7.0540
H 0.0668 -5.3996 -4.9271
H 0.4191 4.1712 1.9920
H -0.5434 3.5780 0.6116
H 1.2300 3.3615 0.6286
H -0.9200 3.0423 3.8792
H -1.3195 1.3060 4.0269
H -2.1591 2.3346 2.8267
H 1.5618 2.6298 3.8454
H 2.5286 1.8130 2.6008
H 1.6243 0.8524 3.8063
H -4.4328 -0.3512 -0.9513
H -3.0825 -1.5132 -0.8174
H -2.9238 -0.0857 -1.8888
H -4.9239 1.0345 1.3796
H -3.7316 0.7490 2.6774
H -4.4027 -0.6285 1.7821
H -3.9988 2.4677 -0.2453
H -2.4098 2.3803 -1.0609
H -2.5265 2.9813 0.6063
H 4.1562 -1.2666 -1.1018
H 2.5774 -0.9772 -1.9164
H 2.7648 -2.3536 -0.7912
H 4.8124 -0.7421 1.2023
H 3.5750 -1.7319 2.0372
H 3.8320 -0.0305 2.5180
H 4.2926 1.2474 -0.3819
H 3.1206 2.1387 0.6333
H 2.6743 1.6876 -1.0315
C -0.0530 0.4521 -3.3288
C -0.6473 -0.7907 -3.5590
C -0.4159 -1.3976 -4.7734
C 0.2373 -0.7505 -5.8179
C 0.7276 0.5655 -5.6321
C 0.6285 1.1463 -4.3624
Se -0.0801 1.1159 -1.5843
H 0.3468 -1.4115 -1.1200
H -1.1875 -1.3103 -2.7829
H -0.7567 -2.4179 -4.8767
H 0.3851 -1.2698 -6.7670
H 1.1840 1.1058 -6.4760
H 1.1015 2.1109 -4.1663
C 0.4132 -0.4738 6.4494
C -0.2265 -1.5290 5.5296
C -0.0827 -1.2636 4.1174
N -0.0353 -1.1062 2.9624
H 1.4822 -0.3716 6.2567
H 0.2946 -0.7554 7.5013
H -0.0814 0.4918 6.3157
H 0.1915 -2.5142 5.7631
H -1.2984 -1.5969 5.7608
```

Its spin multiplicity is 2. Its net charge is +3. The lowest unoccupied orbital energy (spin up / spin down) is -11.62 / -11.34 eV. The energy is -129024.088 eV. The HOMO-LUMO gap (spin up / spin down) is 4.520 / 4.797 eV. For the energy above the lowest of the compared OMol25 structures with the same formula, charge and spin, the calculation gives 1.9 kcal/mol. Its expectation value of S² is 1.18.

Löwdin atomic charge list, values in e, 2 entries:
1 Ce 0.671
2 P 0.756